# C21H34N2O2S

A single C21H34N2O2S molecule (ωB97M-V/def2-TZVPD, the Open Molecules 2025 dataset).

The SMILES is CC(C)(C)[C@H]1CC[C@@H](C(=O)NC[C@H](c2cccs2)N2CCOCC2)CC1. Its charge is 0. The LUMO energy comes out at 0.52 eV. Its frontier orbital gap is 8.902 eV. The calculation puts the relative energy (zero: lowest compared OMol25 entry of this formula, charge and spin) at 1.6 kcal/mol. The calculation puts the HOMO energy at -8.38 eV.

Positions of all 60 atoms, in Å:
C (1.979, 2.577, 0.796)
H (1.430, 2.692, -0.134)
H (2.120, 3.566, 1.228)
H (1.381, 1.991, 1.488)
C (3.341, 1.925, 0.551)
C (4.094, 1.839, 1.886)
H (3.496, 1.354, 2.652)
H (5.025, 1.288, 1.769)
H (4.334, 2.839, 2.241)
C (4.158, 2.829, -0.381)
H (3.612, 3.057, -1.292)
H (4.379, 3.772, 0.115)
H (5.101, 2.357, -0.649)
C (3.217, 0.510, -0.075)
C (2.509, -0.511, 0.824)
H (1.462, -0.232, 0.944)
H (2.970, -0.540, 1.811)
C (2.602, -1.905, 0.206)
C (1.959, -1.960, -1.179)
C (0.436, -1.843, -1.252)
O (-0.128, -1.506, -2.275)
N (-0.259, -2.212, -0.150)
H (0.230, -2.474, 0.688)
C (-1.686, -2.426, -0.171)
H (-2.005, -2.369, -1.213)
H (-1.895, -3.431, 0.209)
C (-2.489, -1.411, 0.679)
C (-3.907, -1.882, 0.851)
C (-5.013, -1.108, 1.017)
C (-6.199, -1.855, 1.192)
C (-5.982, -3.192, 1.167)
S (-4.320, -3.565, 0.923)
H (-6.687, -3.992, 1.274)
H (-7.169, -1.411, 1.332)
H (-4.974, -0.034, 1.011)
N (-2.530, -0.048, 0.190)
C (-2.870, 0.117, -1.215)
H (-3.728, -0.514, -1.453)
C (-3.238, 1.585, -1.442)
O (-2.181, 2.445, -1.081)
C (-1.811, 2.243, 0.261)
C (-1.394, 0.791, 0.508)
H (-1.126, 0.662, 1.559)
H (-0.522, 0.564, -0.125)
H (-0.985, 2.928, 0.459)
H (-2.657, 2.487, 0.923)
H (-3.437, 1.773, -2.497)
H (-4.133, 1.832, -0.849)
H (-2.027, -0.143, -1.873)
H (-2.022, -1.371, 1.676)
C (2.600, -0.896, -2.075)
C (2.520, 0.489, -1.439)
H (2.983, 1.204, -2.118)
H (1.470, 0.764, -1.328)
H (2.081, -0.885, -3.034)
H (3.646, -1.158, -2.253)
H (2.162, -2.947, -1.619)
H (2.175, -2.653, 0.880)
H (3.659, -2.163, 0.089)
H (4.245, 0.153, -0.226)